1.
Below is 2 unconnected molecules or ions with the total composition C9H18Cl2N in a non-equilibrium geometry, with properties calculated with the ωB97M-V functional and the def2-TZVPD basis.

Results
**LUMO (spin up / spin down)**: -3.95 / -4.26 eV
**Orbital gap (spin up / spin down)**: 0.286 / 0.283 Eh
**Net charge**: +1
**Spin multiplicity**: 1
**HOMO (spin up / spin down)**: -11.74 / -11.97 eV
**E**: -36148.84358 eV
**F_max**: 4.3 eV Å⁻¹

```
30
C9H18Cl2N the ωB97M-V functional and the def2-TZVPD basis
H 1.2222 3.8117 1.4761
C 0.4045 0.9018 -0.0921
H -0.1267 -0.9795 -0.4392
Cl 2.0949 -1.4289 -1.4484
H -2.9842 -0.3455 -2.0488
C -0.3622 -0.9238 1.5083
H -0.2903 -3.0395 0.7540
H 0.1925 2.1919 -1.7743
C 0.4434 1.8647 1.0055
C 1.0869 3.0114 0.7926
C 2.8410 -0.7439 -0.1046
H -0.8150 -2.7720 2.4024
H -1.3841 -0.1809 -2.3755
H 1.8327 1.3875 -1.5547
H 0.6748 -0.8321 1.7862
C -0.8339 -2.3202 1.3826
H -1.9760 -2.3401 1.1505
H -0.0030 1.6613 1.9528
H -2.6823 -0.8158 0.3494
H 3.0187 -1.4888 0.7111
C -2.0146 -0.5777 -1.6956
Cl 4.1170 0.4169 -0.1314
N -0.4682 -0.2263 0.1258
H 1.7189 2.9916 -0.0837
H -2.1758 0.9889 -0.1047
C -2.0077 -0.1262 -0.2166
H -0.9815 -0.3054 2.1644
H 0.6042 0.5951 -2.2178
C 0.7825 1.3221 -1.4280
H -1.9287 -1.6983 -1.8463
```

2.
Below is a molecular structure, C9H18Cl3FeO3 in a non-equilibrium geometry, with properties calculated with the ωB97M-V functional and the def2-TZVPD basis.

Results
**LUMO (spin up / spin down)**: 0.41 / -1.27 eV
**Orbital gap (spin up / spin down)**: 0.354 / 0.281 Eh
**Net charge**: 0
**Spin multiplicity**: 6
**HOMO (spin up / spin down)**: -9.24 / -8.91 eV
**E**: -87724.42759 eV
**F_max**: 1.6 eV Å⁻¹

```
34
C9H18Cl3FeO3 the ωB97M-V functional and the def2-TZVPD basis
C -2.1684 2.2887 -2.8038
H -3.0797 -1.2771 -0.1900
H 3.2927 -1.4190 2.9348
O -1.1824 2.0887 -0.6414
H -0.8260 -3.6004 -0.2917
H -3.3490 2.6295 0.4574
Fe 0.6580 1.4821 0.2191
Cl 1.9857 3.3855 0.4480
H -4.0085 3.3292 -1.1091
H -0.2311 -3.2817 1.2904
H -2.1645 3.3508 -3.0540
C -2.5087 -1.7371 0.6150
H -2.9823 1.7171 -3.2417
Cl -0.3866 1.4941 2.3230
H -1.2345 1.8627 -3.1732
Cl 1.2394 0.8017 -1.9865
C 4.4899 -0.3126 0.2719
H 2.0736 -2.1498 1.9187
C -0.2352 -2.8715 0.2719
C -1.0426 -1.6162 0.3214
O 2.2600 0.2618 0.8486
O -0.5100 -0.5460 0.1253
C -2.1856 2.2534 -1.2963
H 4.6874 0.7516 0.1754
C 3.0730 -1.7152 1.9076
C -3.4741 2.5196 -0.6175
H -2.7704 -1.1778 1.5139
H 0.7700 -2.7546 -0.1084
H -4.0641 1.5964 -0.7156
C 3.1615 -0.5344 1.0090
H 4.3396 -0.8298 -0.6748
H 3.7700 -2.4910 1.5924
H 5.2946 -0.6993 0.8992
H -2.6915 -2.7994 0.7609
```

Respective energy above the lowest of the compared OMol25 structures with the same formula, charge and spin values: 0.00; 48.02 kJ/mol.